{"formula": "C44H63AsCrN3O2SSbSi3", "method": "ωB97M-V/def2-TZVPD", "species": ["Cr", "O", "N", "C", "C", "C", "C", "C", "S", "H", "H", "H", "H", "C", "Sb", "C", "C", "C", "C", "C", "C", "N", "Si", "C", "C", "C", "C", "C", "C", "C", "C", "C", "N", "Si", "C", "C", "C", "Si", "C", "C", "C", "H", "H", "H", "H", "H", "H", "H", "H", "H", "H", "H", "H", "H", "H", "H", "H", "H", "H", "H", "H", "H", "H", "H", "H", "H", "H", "H", "H", "H", "H", "H", "H", "H", "H", "H", "H", "H", "H", "C", "C", "O", "C", "C", "C", "C", "C", "C", "H", "H", "H", "H", "H", "H", "H", "H", "C", "As", "C", "C", "C", "C", "C", "C", "C", "C", "H", "H", "H", "H", "H", "H", "H", "H", "H", "H", "H", "H", "H"], "xyz": [[-0.61034, 0.39339, 0.31501], [-1.80422, 2.35536, 1.16282], [-2.23493, 3.57140, 0.90514], [-2.42944, 4.38742, 1.97199], [-2.90269, 5.66133, 1.84490], [-3.18018, 6.13333, 0.55747], [-2.94232, 5.31416, -0.51429], [-2.43170, 4.00055, -0.37869], [-2.05076, 3.00242, -1.70611], [-2.17525, 3.93622, 2.91874], [-3.04352, 6.26707, 2.72860], [-3.57371, 7.13070, 0.40781], [-3.13148, 5.64355, -1.52576], [-3.65623, -2.85240, 0.39231], [-1.80071, -2.83939, 1.51332], [-1.67693, -0.68995, 1.93554], [-0.76231, -0.55679, 3.11901], [-0.65284, 0.65873, 3.83664], [0.11762, 0.72220, 4.97304], [0.85142, -0.39478, 5.37488], [0.78091, -1.50982, 4.56646], [0.00217, -1.59384, 3.48420], [-3.40624, -0.10517, 2.42578], [-4.51936, 0.37947, 1.00493], [-3.60083, 1.36448, 3.57474], [-4.19199, -1.45275, 3.50581], [-0.48985, -3.09276, -0.38512], [-1.14947, -2.13448, -1.35832], [-1.59460, -2.55070, -2.61967], [-2.49291, -1.80058, -3.35767], [-2.99909, -0.62703, -2.82357], [-2.46392, -0.21118, -1.62344], [-1.49230, -0.87946, -0.97488], [1.31187, -2.96795, 0.26409], [1.97622, -1.28694, 0.73949], [2.54177, -3.65411, -0.98404], [1.60935, -3.94374, 1.83306], [-0.72564, -4.92561, -0.93804], [-2.49736, -5.43156, -1.29353], [-0.17355, -6.14995, 0.36246], [0.21230, -5.45913, -2.48333], [-4.43269, -2.41614, 1.01050], [-3.92291, -3.88254, 0.19846], [-3.61354, -2.31467, -0.55162], [-1.17268, 1.52859, 3.45749], [0.17168, 1.64534, 5.54012], [1.46664, -0.38780, 6.26427], [1.37125, -2.39459, 4.78852], [-4.16584, 1.32780, 0.58575], [-5.52062, 0.55421, 1.41217], [-4.60775, -0.34271, 0.19849], [-3.34475, 2.30913, 3.09249], [-3.03783, 1.27299, 4.50399], [-4.66422, 1.39043, 3.83339], [-4.21823, -2.46291, 3.09512], [-5.22000, -1.18226, 3.76843], [-3.61871, -1.50256, 4.43899], [-1.24390, -3.48806, -3.01627], [-2.82163, -2.15699, -4.32664], [-3.76694, -0.04129, -3.30766], [-2.79270, 0.71137, -1.16083], [1.87590, -0.49485, 0.00081], [3.04405, -1.44209, 0.92527], [1.51537, -0.95864, 1.67173], [2.32205, -3.38702, -2.01861], [2.60063, -4.74373, -0.92271], [3.53371, -3.26002, -0.74146], [0.84948, -3.76728, 2.59315], [2.56222, -3.58403, 2.23695], [1.70390, -5.01393, 1.67184], [-3.01694, -5.69869, -0.37263], [-2.44206, -6.33540, -1.90882], [-3.09717, -4.69558, -1.82686], [-0.51703, -5.90345, 1.36829], [0.90756, -6.29154, 0.38688], [-0.62454, -7.10557, 0.07624], [-0.17702, -5.05951, -3.42094], [0.08841, -6.54633, -2.52910], [1.27947, -5.25366, -2.45459], [2.68806, 1.49187, 2.77478], [1.75756, 2.04091, 1.73737], [0.76298, 1.41240, 1.39446], [2.03661, 3.35841, 1.10001], [3.26189, 4.00520, 1.24366], [3.48183, 5.21060, 0.59609], [2.47203, 5.77489, -0.17813], [1.24799, 5.13401, -0.31649], [1.03340, 3.92177, 0.32097], [2.24613, 0.62025, 3.24709], [2.91676, 2.24818, 3.52680], [3.62830, 1.20274, 2.29554], [4.05100, 3.56612, 1.84248], [4.43729, 5.70949, 0.69250], [2.64641, 6.71991, -0.67747], [0.46047, 5.56120, -0.92475], [0.09917, 3.38973, 0.20310], [0.35543, 1.70559, -3.63911], [1.08394, 0.92923, -2.01512], [1.75985, -0.71345, -2.83650], [2.79153, 1.92967, -1.88268], [3.76759, 1.67872, -2.98969], [4.74359, 0.69011, -2.87064], [5.62996, 0.43246, -3.90583], [5.55744, 1.16420, -5.08449], [4.60002, 2.16138, -5.21028], [3.71623, 2.41715, -4.17020], [1.06334, 1.56291, -4.45437], [0.13848, 2.76076, -3.49083], [-0.58093, 1.19623, -3.86956], [2.14165, -0.48808, -3.83095], [0.95499, -1.44323, -2.91402], [2.56526, -1.13665, -2.23888], [3.22702, 1.67292, -0.91586], [2.49858, 2.98032, -1.84397], [4.80829, 0.11700, -1.95144], [6.37986, -0.34045, -3.79228], [6.24830, 0.96531, -5.89368], [4.54289, 2.74645, -6.11960], [2.97918, 3.20608, -4.27038]], "forces_ev_per_angstrom": [[-0.61, 0.30, 0.36], [0.12, -0.22, -0.11], [0.15, -0.07, 0.16], [0.02, 0.05, 0.04], [0.01, 0.03, -0.06], [-0.02, -0.02, 0.01], [0.03, -0.04, -0.07], [-0.11, 0.14, -0.12], [0.08, 0.25, 0.10], [0.02, 0.01, -0.05], [-0.01, -0.01, -0.03], [0.02, -0.02, -0.01], [0.00, 0.02, 0.00], [0.09, 0.12, -0.05], [0.07, 0.05, -0.05], [0.69, -0.08, 0.53], [-0.20, 0.10, -0.27], [-0.01, 0.04, -0.03], [0.00, 0.07, -0.03], [0.00, -0.04, -0.01], [-0.02, 0.00, -0.01], [0.03, -0.17, 0.00], [-0.03, -0.04, -0.07], [-0.13, 0.07, -0.14], [0.03, 0.20, 0.16], [-0.03, -0.07, 0.03], [-0.25, 0.35, 0.09], [0.26, -0.20, 0.12], [0.00, -0.03, -0.03], [0.02, -0.02, -0.01], [0.00, -0.09, 0.05], [0.17, -0.06, -0.14], [-0.50, -0.36, -0.37], [0.01, 0.00, -0.19], [-0.13, 0.14, 0.01], [0.10, -0.06, -0.12], [-0.02, -0.12, 0.12], [-0.03, 0.02, 0.02], [-0.12, 0.04, -0.02], [0.07, -0.09, 0.10], [0.08, 0.00, -0.13], [-0.07, 0.04, -0.01], [-0.04, -0.14, 0.00], [-0.03, 0.00, -0.03], [0.09, -0.06, 0.04], [0.00, -0.01, -0.01], [0.00, 0.00, -0.01], [-0.01, 0.00, 0.01], [0.01, -0.07, 0.04], [0.00, -0.02, -0.04], [-0.02, -0.04, -0.06], [-0.08, -0.21, 0.07], [-0.12, 0.01, 0.02], [-0.01, 0.03, 0.00], [-0.01, 0.01, 0.04], [0.05, 0.01, -0.01], [-0.04, 0.00, -0.02], [-0.05, -0.01, -0.02], [0.00, -0.01, 0.02], [0.02, 0.00, 0.00], [0.13, -0.01, -0.12], [0.09, -0.03, -0.02], [0.00, 0.02, 0.02], [0.06, -0.02, -0.05], [0.03, -0.01, 0.04], [0.03, 0.06, 0.01], [-0.01, -0.03, 0.01], [-0.01, 0.01, 0.01], [-0.02, 0.00, -0.02], [0.05, 0.04, 0.04], [-0.02, 0.00, 0.00], [-0.02, 0.02, 0.02], [-0.01, -0.02, 0.01], [0.02, -0.01, -0.01], [-0.07, -0.05, -0.03], [0.02, 0.01, 0.03], [0.01, -0.04, 0.00], [0.01, 0.01, -0.02], [-0.06, -0.04, -0.03], [0.01, 0.00, -0.01], [-0.27, 0.20, -0.26], [0.83, 0.29, 0.44], [-0.03, -0.33, 0.23], [0.08, 0.08, 0.02], [-0.05, -0.04, -0.02], [0.05, 0.02, 0.01], [-0.02, -0.08, 0.03], [-0.07, 0.11, -0.17], [-0.01, -0.01, 0.00], [0.00, -0.01, -0.01], [-0.01, 0.03, 0.00], [-0.03, 0.02, -0.01], [-0.02, 0.00, 0.00], [0.00, -0.01, 0.00], [0.00, 0.01, 0.00], [-0.04, 0.00, -0.01], [-0.04, 0.02, -0.02], [-0.11, -0.04, -0.04], [0.02, -0.01, 0.05], [-0.01, 0.06, -0.01], [-0.03, 0.00, 0.02], [0.00, 0.00, 0.00], [-0.03, 0.02, -0.02], [-0.01, 0.01, 0.04], [-0.01, -0.02, 0.03], [0.01, -0.01, -0.04], [-0.01, 0.01, -0.03], [-0.01, 0.01, 0.02], [0.00, 0.01, 0.00], [0.03, 0.00, -0.01], [-0.02, 0.02, 0.01], [-0.03, 0.00, 0.01], [0.02, -0.01, 0.00], [0.04, 0.00, 0.05], [0.00, 0.00, -0.01], [-0.01, 0.01, 0.00], [-0.01, 0.00, 0.01], [0.00, 0.00, 0.01], [0.00, -0.01, -0.01]], "mulliken_charge": [1.834, -0.368, 0.010, -0.193, -1.141, -0.306, -0.899, 0.589, -0.431, 0.464, 0.445, 0.376, 0.473, -1.382, 0.196, 0.930, -0.741, -0.202, -0.921, -0.964, -0.470, -0.072, 0.815, -0.921, -1.132, -1.299, 1.767, -0.717, -0.905, -1.194, -1.602, -0.843, 1.970, -0.186, 0.642, -1.534, -1.039, 0.637, -1.445, -1.240, -1.439, 0.586, 0.407, 0.205, 0.261, 0.437, 0.444, 0.443, 0.014, 0.557, 0.294, -0.021, 0.280, 0.559, 0.321, 0.360, 0.328, 0.390, 0.459, 0.481, 0.270, -0.950, 0.744, -1.069, 0.400, 0.462, 0.431, 0.148, 0.425, 0.483, 0.311, 0.449, 0.395, 0.309, 0.305, 0.444, 0.475, 0.448, 0.420, -1.659, 0.192, 1.084, 0.699, -0.481, -0.865, -0.613, -0.975, 0.206, -0.010, 0.388, 0.425, 0.466, 0.430, 0.441, 0.516, -0.123, -1.593, 1.401, -1.273, -0.964, 0.171, -0.096, -0.771, -0.510, -0.766, -0.131, 0.532, 0.333, 0.324, 0.807, 0.202, 0.075, 0.504, 0.356, 0.384, 0.406, 0.390, 0.398, 0.431], "total_energy_ha": -6816.3796, "orbital_gap_ev": [6.65, 6.55], "homo_energy_ev": [-6.98, -6.98], "lumo_ha": [-0.0121, -0.0160], "e_above_lowest_kj_mol": 116.01, "multiplicity": 5}